#i
{"formula": "C8H10N2", "method": "the ωB97M-V functional and the def2-TZVPD basis", "elements": ["C", "C", "C", "C", "C", "C", "C", "C", "N", "N", "H", "H", "H", "H", "H", "H", "H", "H", "H", "H"], "positions_angstrom": [[-1.7776, 1.4443, -0.6787], [0.3700, -0.6020, -2.3273], [0.4580, -0.8651, -1.0280], [-0.1467, 0.5204, -2.9772], [-1.4614, 0.2844, -0.1866], [-0.0796, -0.1141, 0.1605], [-0.0805, -1.0715, 1.3988], [0.9531, 1.0101, 0.5281], [-2.3380, 2.5108, -0.8739], [-0.7314, 1.3795, -3.4669], [0.7579, -1.2395, -3.1647], [0.9125, -1.7964, -0.7314], [-2.2619, -0.5415, -0.2317], [0.8737, -0.9186, 2.0383], [-0.1106, -2.0788, 1.1465], [-0.9301, -0.8207, 2.0283], [1.2376, 1.8657, -0.1594], [1.7161, 0.4015, 0.8496], [0.5635, 1.5561, 1.4427], [-2.4760, 2.7169, -1.8319]], "multiplicity": 3, "e_homo_ev": [-6.234, -8.868], "orbital_gap_ev": [6.94, 5.70], "s2": 2.0179, "lumo_energy_ev": [0.7, -3.2]}

=====

#ii
{"formula": "C8H10N2", "method": "the ωB97M-V functional and the def2-TZVPD basis", "elements": ["C", "C", "C", "C", "C", "C", "C", "C", "N", "N", "H", "H", "H", "H", "H", "H", "H", "H", "H", "H"], "positions_angstrom": [[0.0078, 1.0980, -1.2105], [-2.3200, 0.5611, -1.6649], [-0.3415, 0.1647, -0.3597], [-1.7981, -0.1747, -0.6475], [-1.2035, 1.4250, -2.2049], [0.0079, -0.6127, 0.8501], [1.0242, -1.7269, 0.5915], [0.2770, 0.2368, 2.1337], [-2.1941, -1.1147, 0.2995], [-1.3036, -1.3406, 1.1460], [1.0111, 1.5597, -1.4144], [-3.1819, 0.3247, -2.2564], [-1.3784, 2.4747, -2.0550], [-1.0444, 1.3927, -3.2580], [0.8476, -2.6614, 1.3085], [2.1268, -1.4540, 0.7197], [0.9021, -2.1415, -0.4297], [1.2524, 0.0101, 2.6191], [-0.6368, -0.0634, 2.7596], [0.2173, 1.3584, 2.0612]], "multiplicity": 3, "e_homo_ev": [-6.195, -8.691], "orbital_gap_ev": [7.05, 6.17], "s2": 2.0320, "lumo_energy_ev": [0.9, -2.5]}

=====

Question: of the structures shown, which is the most stable? Reply: #ii.